Record 1
Entry from the OMol25 dataset: a structure of composition C3H8O3Sc in a non-equilibrium geometry (ωB97M-V with the def2-TZVPD basis set).

Results
molecular weight: 137.0 u
ΔE to the lowest compared entry with this formula, charge and spin: 36.0 kcal/mol
total charge: +1

Cartesian coordinates (Å):
O  -1.9148  1.6123  -0.9480
C  -0.5780  1.9300  -1.1725
C  0.4168  0.7810  -0.9901
O  0.5835  0.3365  0.3416
C  -0.4184  -0.6135  0.8103
H  -0.2470  2.7586  -0.5105
H  -0.4300  2.2921  -2.2117
H  1.4083  1.1219  -1.3297
H  0.1262  -0.0740  -1.6309
H  -0.2330  -0.5698  1.8989
H  -0.1187  -1.5580  0.3042
Sc  -2.3357  0.1444  0.2060
H  1.4605  -1.9489  1.6173
O  1.2819  -2.7714  2.1214
H  0.9984  -3.4410  1.4937



Record 2
Entry from the OMol25 dataset: a cluster of 2 separate species, C3H8O4 in total in a non-equilibrium geometry (ωB97M-V with the def2-TZVPD basis set).

Results
molecular weight: 108.1 u
ΔE to the lowest compared entry with this formula, charge and spin: 180.3 kcal/mol
SMILES: CCCOO.O=O

Cartesian coordinates (Å):
C  2.2406  -0.3396  -1.4753
C  0.9902  -0.8361  -0.7816
C  0.2524  0.3026  -0.1018
O  -0.9102  -0.2367  0.5285
O  -1.5113  0.9629  1.1338
H  2.7667  -1.1650  -1.9626
H  1.9873  0.3954  -2.2500
H  2.9310  0.1122  -0.7516
H  0.2983  -1.2967  -1.4873
H  1.2255  -1.5749  -0.0150
H  0.8808  0.8037  0.6447
H  -0.0404  1.0801  -0.8180
H  -2.2931  0.5630  1.5506
O  -4.3639  0.0065  2.7496
O  -4.4541  1.2225  3.0362



Record 3
Entry from the OMol25 dataset: a structure of composition C3H8OS in a non-equilibrium geometry (ωB97M-V with the def2-TZVPD basis set).

Results
molecular weight: 92.2 u
ΔE to the lowest compared entry with this formula, charge and spin: 79.4 kcal/mol

Cartesian coordinates (Å):
C  -2.1038  -1.4982  -0.6653
C  2.0362  -0.6906  0.7574
C  1.6257  0.3685  0.0920
O  -2.9995  0.6143  0.5182
S  -2.2971  0.0979  -0.6874
H  -2.4280  -2.0340  0.2273
H  -1.6858  -2.0357  -1.4504
H  0.5912  2.7490  -0.5102
H  2.9523  -1.1838  0.5769
H  1.4164  -1.1912  1.3876
H  2.2563  0.9384  -0.5806
H  0.6587  0.8001  0.4348
H  -0.0226  3.0652  -0.1004



Record 4
Entry from the OMol25 dataset: an isolated molecule of C3H8OS in a non-equilibrium geometry (ωB97M-V with the def2-TZVPD basis set).

Results
molecular weight: 92.2 u
ΔE to the lowest compared entry with this formula, charge and spin: 46.6 kcal/mol
SMILES: OCCCS

Cartesian coordinates (Å):
O  1.2124  0.1738  1.7322
C  -0.0539  -0.4073  1.7042
C  -0.1955  -1.3099  0.4474
C  -0.9188  -0.4113  -0.5329
S  -0.0041  0.8880  -1.6836
H  1.6882  0.1864  0.7626
H  -0.2389  -1.0155  2.5846
H  -0.5991  0.5424  1.8456
H  0.7728  -1.6004  -0.0740
H  -0.7255  -2.2262  0.5336
H  -1.6228  0.4085  -0.1880
H  -1.6413  -1.0421  -1.0639
H  -0.2586  1.9201  -1.0337



Record 5
Entry from the OMol25 dataset: a cluster of 2 separate species, C3H8OS2 in total in a non-equilibrium geometry (ωB97M-V with the def2-TZVPD basis set).

Results
⟨S²⟩: 0.754
2S+1: 2
molecular weight: 124.2 u
ΔE to the lowest compared entry with this formula, charge and spin: 8.4 kcal/mol
total charge: -1

Cartesian coordinates (Å):
C  1.3667  2.3346  1.6997
S  1.7502  3.0212  -0.0262
S  -0.0296  1.9943  -0.9219
H  1.0556  3.2008  2.2754
H  2.2617  1.8518  2.1055
H  0.6495  1.5471  1.5005
H  0.6322  1.9492  -2.1207
O  -0.3321  -3.8417  -0.8645
C  -0.3762  -2.6338  -0.9062
C  -1.6126  -1.8902  -0.5108
H  0.5146  -2.0944  -1.2985
H  -2.3722  -2.6732  -0.6326
H  -1.8271  -0.9000  -0.9008
H  -1.6807  -1.8658  0.6011



Record 6
Entry from the OMol25 dataset: a cluster of 2 separate species, C3H8OS2 in total in a non-equilibrium geometry (ωB97M-V with the def2-TZVPD basis set).

Results
molecular weight: 124.2 u
ΔE to the lowest compared entry with this formula, charge and spin: 119.6 kcal/mol

Cartesian coordinates (Å):
C  -0.6583  0.3177  0.7877
C  0.2735  -0.2638  -1.9505
C  0.4927  -0.3002  1.3247
O  -0.7629  -1.0237  -2.5325
S  0.6217  -2.0706  0.8340
S  2.1505  0.4887  0.8755
H  -0.7085  1.4941  0.9788
H  -0.4236  0.0639  -0.4025
H  -1.5410  -0.1596  0.9862
H  0.5836  0.5529  -2.6668
H  0.9958  -0.9514  -1.6318
H  -1.3921  -0.2798  -2.5144
H  -0.6320  -2.4044  1.2189
H  1.7594  1.1324  -0.2018



Record 7
Entry from the OMol25 dataset: a structure of composition C3H8OS2 in a non-equilibrium geometry (ωB97M-V with the def2-TZVPD basis set).

Results
molecular weight: 124.2 u
ΔE to the lowest compared entry with this formula, charge and spin: 23.4 kcal/mol

Cartesian coordinates (Å):
S  0.1254  1.0158  0.8238
S  1.9877  0.4031  0.3178
C  -0.4168  -0.6781  0.4562
C  1.5412  -0.6397  -1.0238
C  0.1216  -1.0621  -0.9293
H  -1.5191  -0.7348  0.5407
H  0.0149  -1.3118  1.2547
H  2.3428  -1.3892  -0.8785
H  1.7853  -0.0577  -1.9333
H  -0.5004  -0.5192  -1.6668
H  0.0477  -2.1428  -1.1574
O  -1.7061  2.6837  1.1864
H  -1.1967  1.9097  1.5175
H  -2.6276  2.5232  1.4917



Record 8
Entry from the OMol25 dataset: a cluster of 2 separate species, C3H8OS2 in total in a non-equilibrium geometry (ωB97M-V with the def2-TZVPD basis set).

Results
molecular weight: 124.2 u
ΔE to the lowest compared entry with this formula, charge and spin: 37.9 kcal/mol
SMILES: CC=O.CSS

Cartesian coordinates (Å):
C  1.3486  -0.8817  -1.8200
C  1.5393  0.6093  -1.7441
O  2.1743  1.1962  -0.8493
H  1.8864  -1.3875  -1.0364
H  0.3064  -0.8877  -1.6568
H  1.4649  -1.2904  -2.8513
H  1.4403  1.1555  -2.6463
C  -1.9298  -0.2941  2.6379
S  -2.0696  0.2963  0.8732
S  -0.6182  1.5633  0.7419
H  -2.5654  -1.1547  2.6477
H  -0.8575  -0.5693  2.8910
H  -2.0440  0.6016  3.2357
H  -0.0757  1.0433  -0.4233